The following is a DFT calculation (ωB97M-V/def2-TZVPD) of 9 unconnected molecules or ions with the total composition C34H36Cl10O16 at a distorted geometry.

Geometry as XYZ:
```
96
Properties=species:S:1:pos:R:3
O 0.90222 -3.97980 1.92576
C 0.06359 -4.80656 2.20510
C 0.06382 -5.63912 3.45743
C -0.79776 -6.66353 3.57593
O -0.88324 -7.64587 4.47677
C -1.80396 -6.83349 2.44375
O -2.45792 -7.84737 2.64972
C -1.91206 -5.95948 1.32325
C -0.94712 -5.04953 1.17287
O -0.87794 -4.22682 0.09561
H 0.87758 -5.48023 4.18462
H -1.66336 -8.22243 4.20915
H -2.53823 -6.25305 0.51313
H 0.00380 -3.80208 0.07764
O -0.29977 2.67465 1.76186
C -0.51371 3.70866 1.08487
C -1.40018 3.76353 -0.08731
C -1.42634 4.82686 -0.89808
O -2.09399 4.98363 -2.07467
C -0.68403 6.03764 -0.45675
O -0.79586 6.99892 -1.26886
C 0.20650 6.02268 0.77401
C 0.27366 4.89449 1.47370
O 1.04170 4.69463 2.58808
H -1.84570 2.85952 -0.45934
H -1.73088 5.77956 -2.52914
H 0.76978 6.91657 0.97888
H 1.00046 3.74558 2.80021
O 2.37861 1.06127 0.23571
C 3.03731 1.25438 1.24967
C 2.56909 1.39890 2.58633
C 3.52270 1.45868 3.53293
O 3.30565 1.52685 4.87649
C 5.03588 1.50271 3.29359
O 5.76363 1.63511 4.25154
C 5.46486 1.36387 1.88881
C 4.53482 1.14527 0.91821
O 4.92910 0.96714 -0.36508
H 1.51028 1.38104 2.85826
H 4.15495 1.55995 5.37009
H 6.52318 1.32183 1.66049
H 4.08194 0.93331 -0.86404
O -0.08656 -0.72613 2.33020
C 0.06030 -0.87211 3.55842
C 0.95309 -1.81336 4.24295
C 0.95564 -1.92877 5.59030
O 1.69167 -2.76312 6.32560
C 0.11433 -1.00547 6.42829
O 0.21215 -1.18475 7.64972
C -0.75008 -0.01085 5.74314
C -0.68235 0.12498 4.37996
O -1.32037 1.10818 3.68516
H 1.50923 -2.48971 3.63240
H 1.40665 -2.65570 7.28953
H -1.22057 0.78088 6.32042
H -0.95149 1.02305 2.76085
Cl 1.87234 -4.26954 -1.37236
C 3.18144 -3.74549 -0.35325
C 3.29049 -2.26927 -0.22920
Cl 3.54311 -1.58137 -1.87346
H 4.08973 -4.21993 -0.73999
H 2.96078 -4.12446 0.65798
H 4.06824 -1.95564 0.45374
H 2.33858 -1.84096 0.06603
Cl -2.74910 1.36003 -5.73684
C -1.98444 2.97353 -5.49128
C -3.05483 3.97635 -5.77228
Cl -2.54959 5.64241 -5.25121
H -1.14752 2.99410 -6.19659
H -1.59500 3.03917 -4.46104
H -3.94471 3.71681 -5.19156
H -3.34816 4.00483 -6.81784
Cl -0.14042 1.63905 -2.64196
C 0.06246 0.07407 -1.82607
C -0.57094 -0.01799 -0.45830
Cl -2.37503 0.14031 -0.47217
H 1.09514 -0.16734 -1.59168
H -0.29360 -0.62761 -2.56527
H -0.14644 0.70592 0.24736
H -0.44468 -1.03248 -0.09126
Cl -5.01268 -0.87721 -3.40081
C -5.70434 0.80998 -3.43780
C -4.86985 1.72492 -2.58191
Cl -5.41695 3.42577 -2.79021
H -6.75655 0.64984 -3.21902
H -5.66668 1.19387 -4.42376
H -3.83114 1.71233 -2.88685
H -4.92488 1.47965 -1.52003
Cl -0.32667 0.09398 -8.92448
C 0.28919 -0.08797 -7.24896
C -0.19826 -1.37825 -6.62954
Cl 0.78680 -1.72261 -5.11980
H 0.07973 0.81822 -6.68412
H 1.36144 -0.21811 -7.32274
H 0.02010 -2.23287 -7.25766
H -1.22169 -1.40102 -6.27201
```

Computed properties:
- E_HOMO (Ha) = -0.3605
- frontier orbital gap (eV) = 7.9169
- DFT total energy (eV) = -193824.4232
- structure (SMILES) = O=C1C=C(O)C(=O)C=C1O.O=C1C=C(O)C(=O)C=C1O.O=C1C=C(O)C(=O)C=C1O.O=C1C=C(O)C(=O)C=C1O.ClCCCl.ClCCCl.ClCCCl.ClCCCl.ClCCCl
- relative energy (zero: lowest compared OMol25 entry of this formula, charge and spin) (kcal/mol) = 0.0

The following is a DFT calculation (ωB97M-V/def2-TZVPD) of a molecular structure, C34H36ClCoN2O5S.

Geometry as XYZ:
```
80
Properties=species:S:1:pos:R:3
Co -0.80193 -0.98894 -1.07707
O -4.17698 -3.34190 -0.76147
C -3.58692 -2.27701 -0.85859
O -2.32576 -2.10653 -0.76255
C -4.43960 -1.00869 -1.05142
C -5.80985 -1.21672 -1.04206
C -6.71803 -0.16822 -1.14628
C -6.26655 1.14417 -1.26153
C -4.91235 1.38763 -1.28935
C -3.96918 0.33113 -1.18666
S -2.33667 0.86198 -1.27542
H -6.14393 -2.24140 -0.94561
H -7.78257 -0.37498 -1.13752
H -6.96752 1.96773 -1.33477
H -4.53636 2.39961 -1.39597
C -0.82637 -1.73677 5.98782
C -0.09429 -0.54340 5.35656
C 1.38269 -0.60314 5.74837
C -0.68816 0.76878 5.89355
C -0.27716 -0.58940 3.84338
C -1.54604 -0.49251 3.27318
C -1.68296 -0.50979 1.89922
N -0.64180 -0.60661 1.07674
C 0.57050 -0.73350 1.60166
C 0.78987 -0.73279 2.96758
C 1.66167 -0.93376 0.60560
C 2.99518 -0.76654 0.90863
C 3.97514 -1.01227 -0.05071
C 3.52889 -1.42396 -1.29923
C 2.16939 -1.55458 -1.53267
N 1.24956 -1.30850 -0.60622
C 5.45069 -0.89765 0.31633
C 5.71418 0.43074 1.03912
C 6.35648 -0.97402 -0.91208
C 5.79113 -2.06874 1.25675
H -0.66060 -1.74454 7.06856
H -0.46059 -2.68098 5.57640
H -1.90383 -1.68610 5.81241
H 1.46998 -0.54800 6.83580
H 1.94491 0.23619 5.32561
H 1.85201 -1.53856 5.42574
H -0.52068 0.83503 6.97231
H -1.76415 0.83066 5.71690
H -0.21597 1.63259 5.41830
H -2.43405 -0.41404 3.88924
H -2.65848 -0.43843 1.43006
H 1.79594 -0.86880 3.34280
H 3.26818 -0.43189 1.90120
H 4.21719 -1.63588 -2.10651
H 1.79404 -1.88399 -2.49434
H 5.43686 1.28122 0.40949
H 6.77796 0.51326 1.27576
H 5.16050 0.50636 1.97813
H 6.12428 -0.18238 -1.63055
H 6.27987 -1.93950 -1.41825
H 7.39540 -0.85110 -0.59844
H 5.21175 -2.01344 2.18289
H 6.85461 -2.04484 1.51527
H 5.57428 -3.02805 0.77831
C 0.42825 3.11557 -4.37905
C -1.03835 2.83356 -4.17936
C -1.82192 3.78265 -3.52575
C -3.17846 3.59756 -3.33512
Cl -4.10576 4.81519 -2.49689
C -3.80683 2.46037 -3.80345
C -3.04136 1.50292 -4.44317
C -1.67480 1.67274 -4.62863
O -1.08705 0.65112 -5.33623
C 0.10981 0.02133 -4.87614
C -0.05140 -0.36288 -3.41412
O 0.32727 0.44825 -2.52732
O -0.58356 -1.47402 -3.12029
H 0.65141 4.14202 -4.08834
H 0.71843 2.99038 -5.42430
H 1.03252 2.44818 -3.76400
H -1.35698 4.69437 -3.16872
H -4.86993 2.31819 -3.65864
H -3.49117 0.58868 -4.81358
H 0.99265 0.64227 -4.99229
H 0.20350 -0.87264 -5.47902
```

Computed properties:
- E_HOMO (alpha / beta) (Ha) = -0.2976 / -0.3038
- frontier orbital gap (alpha / beta) (eV) = 7.7683 / 6.1608
- DFT total energy (eV) = -110047.3357
- multiplicity = 5
- ⟨S²⟩ = 6.03

The following is a DFT calculation (ωB97M-V/def2-TZVPD) of a molecular structure, C34H36ClIN5OSbSe4Ti.

Geometry as XYZ:
```
84
Properties=species:S:1:pos:R:3
Ti -1.01856 -0.02520 -0.40227
C 0.02673 2.98741 -0.43957
C 0.07552 2.65237 1.04796
C 0.84692 1.41024 1.55962
C 0.98255 1.59749 3.05992
C 0.74965 0.63011 3.94241
C 0.25390 -0.65550 3.49256
C -0.06623 -0.78084 2.19283
N 0.12868 0.15582 1.20244
N -0.62152 2.00193 -1.36721
C 0.21588 1.84003 -2.58040
C 1.29739 0.83989 -2.34890
C 2.59676 1.00434 -2.79306
C 3.52650 0.01289 -2.52218
C 3.12057 -1.10498 -1.81430
C 1.80372 -1.18909 -1.39863
N 0.89931 -0.24165 -1.66577
C -1.93527 2.47734 -1.85782
C -2.62221 1.36348 -2.60518
C -3.57709 1.61541 -3.58012
C -4.18750 0.55055 -4.21347
C -3.81437 -0.74445 -3.87699
C -2.84213 -0.91361 -2.91564
N -2.25563 0.11372 -2.29030
H 1.04014 3.14999 -0.81226
H -0.50595 3.93707 -0.54285
H 0.53901 3.52963 1.51159
H -0.93840 2.60669 1.44570
H 1.32127 2.57270 3.38816
H 0.88959 0.81399 5.00055
H 0.02197 -1.44719 4.19028
H -0.56227 -1.68301 1.85440
H 0.60703 2.80421 -2.91760
H -0.41022 1.44871 -3.38280
H 2.87153 1.90580 -3.32380
H 4.55372 0.12110 -2.84444
H 3.81167 -1.89750 -1.56453
H 1.44187 -2.02833 -0.81888
H -1.80771 3.34488 -2.51628
H -2.54651 2.80589 -1.01915
H -3.84552 2.63598 -3.80622
H -4.94935 0.72764 -4.96081
H -4.26443 -1.60483 -4.35145
H -2.50630 -1.89926 -2.61872
Se -6.48296 1.72355 2.33585
Sb -4.86563 2.53194 0.78112
Se -5.44658 3.45332 -1.39094
Se -3.61264 4.63934 1.09206
Se -2.98817 0.80629 0.90079
C -3.13383 -3.96109 -0.31252
C -2.70395 -2.72884 0.43191
C -3.29753 -2.45294 1.76684
O -1.89083 -1.97838 -0.10063
H -3.96835 -4.46530 0.16641
H -2.28152 -4.64254 -0.35540
H -3.39909 -3.69767 -1.33668
H -3.76034 -3.34195 2.18760
H -4.05904 -1.67574 1.62098
H -2.57544 -2.01239 2.45237
Cl 6.28916 5.23331 3.18994
C 5.13666 4.10243 2.54179
C 4.31060 4.49101 1.50219
C 3.39770 3.58005 0.99071
C 3.29288 2.28936 1.50153
C 2.28668 1.30505 0.96576
C 4.14230 1.93032 2.54502
C 5.06211 2.82445 3.06934
H 4.38296 5.49168 1.09908
H 2.75942 3.89256 0.17316
H 2.24956 1.39304 -0.12023
H 2.62524 0.29229 1.19573
H 4.07189 0.93343 2.96336
H 5.71533 2.53731 3.88171
I 2.08919 -6.02005 3.41309
C 1.35783 -5.57303 1.52014
C 1.15116 -6.56796 0.57871
C 0.66112 -6.20311 -0.66629
C 0.39530 -4.86540 -0.90916
N 0.58671 -3.90745 -0.00412
C 1.06888 -4.25481 1.18659
H 1.36927 -7.60187 0.80940
H 0.48882 -6.94484 -1.43420
H 0.00779 -4.54497 -1.87099
H 1.22265 -3.45224 1.90117
```

Computed properties:
- E_HOMO (alpha / beta) (Ha) = -0.2483 / -0.2495
- frontier orbital gap (alpha / beta) (eV) = 6.1551 / 5.9871
- DFT total energy (eV) = -357003.7436
- relative energy (zero: lowest compared OMol25 entry of this formula, charge and spin) (kcal/mol) = 3.4
- multiplicity = 3
- ⟨S²⟩ = 2.02

The following is a DFT calculation (ωB97M-V/def2-TZVPD) of a molecular structure, C34H36CsF6N7SSi at a distorted geometry.

Geometry as XYZ:
```
86
Properties=species:S:1:pos:R:3
Cs -0.98755 0.10546 -0.32597
C 3.10759 -1.79710 -0.15410
N 2.51167 -1.21162 1.03085
C 2.26392 -2.14570 2.12265
C 1.14190 -3.13678 1.89097
C 1.38064 -4.50348 1.81298
C 0.31079 -5.36521 1.60843
C -0.96348 -4.83811 1.49343
C -1.11113 -3.45941 1.59511
N -0.08755 -2.63272 1.79374
C 3.28418 -0.08583 1.51080
C 3.26659 1.13860 0.62188
C 4.20465 2.14906 0.83257
C 4.10011 3.32265 0.10782
C 3.07435 3.45636 -0.81763
C 2.20243 2.39205 -0.98381
N 2.30198 1.25904 -0.28273
C 2.17616 -2.72211 -0.90492
C 2.60878 -3.93162 -1.43237
C 1.68389 -4.75804 -2.05532
C 0.35760 -4.36337 -2.11198
C 0.02277 -3.12463 -1.57870
N 0.91541 -2.31571 -1.01802
H 3.36907 -0.97440 -0.82364
H 4.04107 -2.34196 0.08513
H 3.18422 -2.70220 2.38517
H 1.96859 -1.54136 2.98420
H 2.39412 -4.88185 1.88419
H 0.47748 -6.43367 1.52305
H -1.82680 -5.46411 1.30365
H -2.09171 -3.00436 1.47567
H 2.83493 0.23098 2.45593
H 4.33692 -0.36339 1.71672
H 4.98372 2.01531 1.57444
H 4.80695 4.12861 0.26946
H 2.94601 4.36401 -1.39372
H 1.38358 2.43138 -1.69979
H 3.64482 -4.23258 -1.32773
H 1.99347 -5.71282 -2.46538
H -0.40800 -4.98923 -2.55157
H -1.00840 -2.76985 -1.58804
C -1.46983 3.83877 1.38899
C -1.62278 3.92653 -0.10835
C -2.21650 5.02752 -0.71052
C -2.31560 5.02322 -2.10781
C -1.84190 3.96061 -2.83358
C -1.24450 2.84145 -2.15837
N -1.16118 2.87818 -0.79476
N -0.74194 1.76029 -2.75853
Si -0.76654 1.28100 -4.36773
C -0.04904 -0.46293 -4.42235
C -2.47799 1.19388 -5.16636
C 0.27479 2.31111 -5.57714
H -1.68316 4.79401 1.87026
H -0.45878 3.51917 1.64966
H -2.14819 3.08555 1.79945
H -2.58565 5.85519 -0.11827
H -2.76754 5.86887 -2.61922
H -1.90351 3.94520 -3.91613
H -0.82103 -1.20423 -4.18249
H 0.74954 -0.56168 -3.67847
H 0.36193 -0.71015 -5.40937
H -3.13029 0.54288 -4.57326
H -2.42141 0.78875 -6.18308
H -2.95435 2.17920 -5.21893
H 1.33960 2.24720 -5.32260
H -0.00538 3.37109 -5.56122
H 0.14499 1.94028 -6.60015
F -0.27170 2.68355 6.52244
C -0.77582 1.44843 6.66794
F 0.20119 0.68599 7.18763
F -1.70140 1.56425 7.67418
C -1.39978 0.89346 5.42081
C -2.74333 0.56472 5.46442
C -3.37250 0.06387 4.33811
C -2.59424 -0.07149 3.20080
N -1.30479 0.22978 3.12109
C -0.64530 0.71064 4.21475
S 1.03201 1.04626 4.11694
H -3.29818 0.70418 6.38054
H -4.41999 -0.20741 4.33917
H -3.05472 -0.44925 2.28766
F -4.07826 -3.24713 0.12566
C -3.73623 -2.28941 -0.88131
F -4.97079 -1.63020 -1.03353
F -3.74568 -3.13144 -2.03037
```

Computed properties:
- E_HOMO (Ha) = -0.0759
- frontier orbital gap (eV) = 5.7621
- DFT total energy (eV) = -81842.9948
- relative energy (zero: lowest compared OMol25 entry of this formula, charge and spin) (kcal/mol) = 10.6
- charge = -2

The following is a DFT calculation (ωB97M-V/def2-TZVPD) of a molecular structure, C34H37CoN6O2P.

Geometry as XYZ:
```
81
Properties=species:S:1:pos:R:3
Co -0.71492 -1.23291 0.30210
C 2.78953 -0.04038 -1.97596
C 2.88501 0.85338 -0.76606
C 4.16083 1.11853 -0.27017
C 4.37582 1.99370 0.78231
C 3.29456 2.65259 1.34645
C 2.01753 2.40302 0.86745
C 1.78801 1.48870 -0.16254
P 0.06733 1.07427 -0.66621
C 0.16330 1.33468 -2.47197
C 1.00591 2.33172 -2.96604
C 1.11714 2.55603 -4.32686
C 0.38791 1.77031 -5.20906
C -0.44810 0.77887 -4.72292
C -0.57633 0.54620 -3.35569
C -1.51280 -0.51716 -2.85706
C -0.99790 2.45911 -0.10024
C -1.66859 3.24842 -1.02345
C -2.58134 4.22364 -0.62870
C -2.83896 4.43186 0.72240
C -2.18767 3.66825 1.66207
C -1.25962 2.66019 1.29349
C -0.63298 1.92780 2.30568
H 3.53340 -0.83613 -1.91042
H 3.01069 0.53384 -2.87896
H 1.81024 -0.48853 -2.11977
H 5.00741 0.63588 -0.74679
H 5.38099 2.18043 1.13767
H 3.43903 3.36937 2.14398
H 1.19046 2.94675 1.30101
H 1.58021 2.93859 -2.27578
H 1.76940 3.33623 -4.69590
H 0.47167 1.92852 -6.27620
H -1.01534 0.16770 -5.41409
H -2.03805 -0.99138 -3.68540
H -2.25679 -0.07122 -2.19732
H -0.97295 -1.30873 -2.31924
H -1.49621 3.10936 -2.08015
H -3.08517 4.81562 -1.38059
H -3.54262 5.19237 1.03350
H -2.37262 3.82890 2.71733
H -0.85493 2.14095 3.34284
H 0.06851 1.13302 2.10622
N -0.45722 -2.56948 4.22229
C -0.52677 -2.36918 2.90270
O -0.42329 -1.21579 2.44158
C -0.68674 -3.56596 2.00237
C -1.29973 -3.18500 0.65429
H -0.32376 -1.78808 4.84222
H -0.56751 -3.48917 4.61100
H -1.21993 -4.35139 2.54971
H 0.33485 -3.94309 1.86548
H -2.38479 -3.31057 0.70103
H -0.93984 -3.86835 -0.11651
C 4.73856 -2.82786 1.17547
N 3.45806 -2.66538 0.52034
C 3.04619 -3.30446 -0.71534
C 1.66661 -2.68370 -0.92548
O 0.95427 -2.85128 -1.88513
N 1.39027 -1.85529 0.14656
C 2.46311 -1.86924 0.93518
N 2.54452 -1.17020 2.07404
H 5.28335 -3.62631 0.67915
H 4.60915 -3.10890 2.22213
H 5.33955 -1.91707 1.11514
H 2.96910 -4.38899 -0.61527
H 3.70650 -3.07072 -1.55139
H 1.79727 -0.52018 2.25953
H 3.44678 -0.96339 2.46727
N -8.08628 -0.18118 1.76387
C -6.97423 -0.28343 1.49904
C -5.57868 -0.40728 1.17181
C -5.17834 -1.05253 0.00786
C -3.82617 -1.14053 -0.26041
N -2.88507 -0.62346 0.53431
C -3.28029 -0.03006 1.66289
C -4.60869 0.10588 2.02243
H -5.90177 -1.48283 -0.66916
H -3.48166 -1.66998 -1.13823
H -2.49677 0.35150 2.30299
H -4.88159 0.60061 2.94330
```

Computed properties:
- E_HOMO (alpha / beta) (Ha) = -0.3632 / -0.3948
- frontier orbital gap (alpha / beta) (eV) = 7.2797 / 7.3883
- DFT total energy (eV) = -95805.4845
- multiplicity = 5
- ⟨S²⟩ = 6.05
- charge = +1